This record from the Open Molecules 2025 dataset describes a molecular structure, C22H46AgBBr2F12N2O27S4 in a non-equilibrium geometry. The level of theory is ωB97M-V with the def2-TZVPD basis set.

Computed properties:
E_LUMO (alpha / beta) = 1.362 / -1.875 eV
Total charge = -1
Expectation value of S² = 0.754
HOMO energy (alpha / beta) = -0.279 / -0.273 hartree
Spin multiplicity = 2
Relative energy (zero: lowest compared OMol25 entry of this formula, charge and spin) = 101.0 kJ/mol
E_tot = -11117.795909 Eh

Cartesian coordinates (Å):
Ag (11.679, 24.642, -2.505)
C (15.335, 25.435, -1.511)
F (16.321, 25.881, -0.754)
F (14.583, 26.497, -1.860)
F (15.782, 24.912, -2.631)
S (14.236, 24.185, -0.564)
O (14.160, 23.086, -1.484)
O (14.851, 23.905, 0.696)
N (12.689, 24.962, -0.600)
S (12.587, 25.679, 0.892)
O (12.267, 24.645, 1.846)
O (13.661, 26.608, 1.187)
C (11.000, 26.678, 0.824)
F (10.490, 26.661, 2.020)
F (11.242, 27.898, 0.373)
F (10.135, 26.082, 0.019)
C (8.945, 25.965, -5.509)
F (8.064, 26.128, -6.512)
F (10.131, 26.305, -6.030)
F (8.669, 26.908, -4.593)
S (8.888, 24.177, -4.853)
O (7.537, 23.672, -5.036)
O (9.855, 23.526, -5.706)
N (9.543, 24.363, -3.198)
S (8.373, 23.949, -2.216)
O (7.651, 22.739, -2.573)
O (8.847, 23.887, -0.866)
C (7.132, 25.405, -2.163)
F (6.196, 25.196, -1.252)
F (7.820, 26.507, -1.912)
F (6.543, 25.595, -3.347)
B (12.803, 24.693, -4.608)
H (12.039, 25.510, -4.341)
H (13.654, 25.190, -5.204)
H (13.166, 24.214, -3.649)
H (12.202, 23.934, -5.240)
Br (7.044, 30.692, -7.657)
C (7.373, 31.084, -5.717)
C (7.197, 29.827, -4.950)
Br (7.927, 30.079, -3.106)
H (6.802, 31.946, -5.381)
H (8.390, 31.459, -5.815)
H (7.688, 28.993, -5.438)
H (6.120, 29.684, -4.905)
C (3.268, 25.670, -2.761)
C (2.011, 26.479, -2.924)
C (2.230, 27.901, -3.474)
O (1.123, 28.035, -4.389)
C (0.518, 26.859, -4.588)
O (-0.435, 26.650, -5.258)
O (1.156, 25.860, -3.866)
H (3.215, 24.847, -2.047)
H (4.170, 26.236, -2.520)
H (3.545, 25.216, -3.710)
H (1.549, 26.640, -1.944)
H (3.093, 27.962, -4.139)
H (2.220, 28.629, -2.670)
C (3.475, 23.601, -6.012)
C (4.803, 24.229, -6.378)
C (4.845, 24.831, -7.789)
O (5.090, 26.234, -7.648)
C (5.054, 26.546, -6.354)
O (5.196, 27.604, -5.825)
O (4.941, 25.433, -5.569)
H (2.647, 24.288, -6.215)
H (3.307, 23.239, -5.001)
H (3.254, 22.784, -6.707)
H (5.713, 23.681, -6.140)
H (3.996, 24.629, -8.442)
H (5.723, 24.486, -8.344)
C (7.113, 26.642, 1.976)
C (5.726, 26.530, 2.521)
C (4.597, 26.433, 1.491)
O (4.016, 25.161, 1.731)
C (4.654, 24.494, 2.708)
O (4.410, 23.409, 3.129)
O (5.643, 25.265, 3.217)
H (7.776, 26.857, 2.811)
H (7.237, 27.374, 1.172)
H (7.391, 25.727, 1.445)
H (5.597, 27.348, 3.233)
H (5.061, 26.387, 0.507)
H (3.849, 27.199, 1.679)
C (7.891, 26.249, -11.343)
C (8.572, 27.284, -10.472)
C (8.291, 27.302, -8.961)
O (9.583, 27.503, -8.421)
C (10.485, 26.948, -9.264)
O (11.593, 26.611, -8.988)
O (9.966, 26.894, -10.492)
H (8.461, 26.181, -12.270)
H (6.874, 26.471, -11.669)
H (7.925, 25.275, -10.854)
H (8.580, 28.266, -10.954)
H (7.828, 26.351, -8.678)
H (7.560, 28.054, -8.670)
O (11.237, 28.508, -4.821)
H (10.598, 29.131, -5.180)
H (11.915, 28.419, -5.516)
O (11.398, 26.933, -2.423)
H (10.840, 27.463, -3.007)
H (12.030, 27.560, -2.050)
O (12.411, 24.581, -7.697)
H (12.351, 25.327, -8.312)
H (11.649, 24.029, -7.902)
O (9.293, 23.661, 1.974)
H (8.918, 23.960, 1.134)
H (8.666, 23.008, 2.300)
O (8.410, 20.440, -5.182)
H (7.572, 20.305, -4.727)
H (8.387, 21.364, -5.455)
O (11.923, 21.812, -6.291)
H (11.103, 22.140, -5.885)
H (11.750, 20.882, -6.474)
O (13.130, 27.491, -6.520)
H (13.760, 27.080, -7.118)
H (12.722, 26.750, -6.048)

This record from the Open Molecules 2025 dataset describes 3 unconnected molecules or ions with the total composition C22H46B3ClN2O7 in a non-equilibrium geometry. The level of theory is ωB97M-V with the def2-TZVPD basis set.

Computed properties:
E_LUMO = -0.044 eV
SMILES = O=COCCCCB1OB(CC(=O)Cl)OB(C[C@H]2CO2)O1.CCN(CC)CC.CCN(CC)CC
HOMO energy = -0.288 hartree
Spin multiplicity = 1
E_tot = -2036.829520 Eh

Cartesian coordinates (Å):
O (-0.827, 0.206, -6.788)
C (0.150, -0.277, -7.424)
O (0.475, -1.646, -7.173)
C (1.851, -1.927, -7.593)
C (2.848, -1.365, -6.454)
C (2.880, -2.400, -5.187)
C (4.336, -2.318, -4.514)
B (4.486, -3.102, -3.104)
O (5.843, -3.482, -2.689)
B (6.072, -2.615, -1.528)
C (7.229, -1.480, -1.618)
C (7.993, -1.187, -0.248)
O (9.244, -1.294, -0.123)
Cl (7.111, -0.631, 1.287)
O (5.187, -2.841, -0.402)
B (3.822, -2.891, -0.885)
C (2.637, -2.270, 0.033)
C (2.185, -0.886, -0.898)
C (0.740, -1.067, -1.740)
O (0.934, -0.169, -0.439)
O (3.423, -3.429, -2.185)
H (0.760, 0.388, -8.149)
H (2.071, -1.537, -8.644)
H (1.942, -3.075, -7.620)
H (3.904, -1.236, -6.916)
H (2.546, -0.304, -6.098)
H (2.624, -3.429, -5.617)
H (2.084, -2.016, -4.465)
H (5.140, -2.667, -5.269)
H (4.581, -1.204, -4.299)
H (7.986, -1.850, -2.412)
H (6.745, -0.533, -2.079)
H (2.994, -1.844, 1.038)
H (1.700, -2.915, 0.107)
H (3.065, -0.264, -1.432)
H (0.380, -2.120, -1.545)
H (1.020, -0.565, -2.713)
C (-3.085, 5.187, -1.089)
C (-2.931, 3.671, -1.034)
N (-2.052, 3.212, 0.035)
C (-1.668, 1.807, -0.093)
C (-2.774, 0.759, 0.020)
C (-2.395, 3.642, 1.386)
C (-3.785, 3.288, 1.916)
H (-2.111, 5.681, -1.147)
H (-3.657, 5.470, -1.977)
H (-3.621, 5.575, -0.219)
H (-2.509, 3.359, -1.996)
H (-3.927, 3.217, -0.965)
H (-0.888, 1.575, 0.640)
H (-1.180, 1.678, -1.066)
H (-3.111, 0.637, 1.050)
H (-2.391, -0.213, -0.306)
H (-3.637, 0.995, -0.607)
H (-2.285, 4.732, 1.435)
H (-1.645, 3.268, 2.091)
H (-4.575, 3.491, 1.190)
H (-4.002, 3.889, 2.805)
H (-3.849, 2.242, 2.218)
C (-4.071, 1.692, 6.730)
C (-3.235, 1.134, 5.584)
N (-2.384, 0.015, 5.972)
C (-1.376, -0.321, 4.969)
C (-1.868, -0.833, 3.617)
C (-3.054, -1.124, 6.589)
C (-4.171, -1.807, 5.800)
H (-3.443, 1.961, 7.583)
H (-4.594, 2.596, 6.403)
H (-4.830, 0.981, 7.066)
H (-2.601, 1.953, 5.225)
H (-3.903, 0.869, 4.755)
H (-0.676, -1.051, 5.389)
H (-0.768, 0.574, 4.789)
H (-2.234, -1.858, 3.681)
H (-1.038, -0.837, 2.902)
H (-2.655, -0.204, 3.195)
H (-3.472, -0.796, 7.548)
H (-2.310, -1.878, 6.869)
H (-4.867, -1.092, 5.354)
H (-4.753, -2.448, 6.470)
H (-3.777, -2.448, 5.011)